[1]
The following is a quantum chemistry calculation of C26H47ErFNO7PS as an isolated structure in a non-equilibrium geometry, from the OMol25 dataset.

The geometry in XYZ format:
```
85
Properties=species:S:1:pos:R:3:forces:R:3
C -1.231812 -3.617451 1.495496 5.14 1.41 -4.91
C -0.181694 -3.242501 0.776548 -4.85 -1.80 2.90
C 1.011499 -2.775704 -0.234697 -0.76 -0.99 1.12
C 0.977475 -1.151562 -0.533030 -0.78 -2.40 0.79
C 1.388408 -1.098727 -2.091134 0.31 0.90 -0.12
C 1.196797 0.350344 -2.793489 -0.30 -1.73 -1.92
C 0.668063 0.110218 -4.332985 0.58 1.37 0.57
F 2.416826 1.125794 -2.913651 -2.12 -1.02 1.00
O -0.456010 -0.871056 -0.260639 0.53 1.37 0.58
C -0.771233 0.078901 0.827249 -0.95 -0.15 -1.15
N -1.180734 -0.470951 2.149094 0.71 1.25 -0.67
C -2.077466 0.818532 0.211568 0.38 0.10 -1.44
C -3.394008 -0.153894 0.124297 0.00 0.48 0.46
C -4.660321 0.774144 0.573068 0.93 -0.26 -0.05
P -6.355956 -0.025119 0.314482 1.35 1.03 3.19
O -7.346937 0.614095 1.384918 0.98 -2.22 -3.33
O -7.051789 0.217204 -1.245278 1.34 -1.25 3.71
C -6.102804 0.785581 -2.217808 0.18 0.85 -3.29
C -6.661200 0.361408 -3.705372 1.44 0.10 0.69
O -6.198668 -1.690095 0.772798 -1.34 3.87 -2.57
C -5.888121 -2.517701 -0.409544 1.44 -2.28 -0.52
C -4.615998 -3.461504 0.023172 0.15 1.08 -0.63
C 0.645368 0.895215 0.912603 -0.07 2.97 0.53
C 0.539907 2.278935 0.110683 0.04 0.19 0.81
C -0.095365 3.477309 0.715079 0.38 -0.86 -0.40
C 1.781538 -0.187872 0.526317 -0.10 -1.09 -0.54
C 2.107926 -0.878333 1.981506 -0.55 1.44 -0.18
S 3.702554 -1.834678 2.017038 2.76 -5.12 5.16
O 3.391119 -3.303343 2.348725 -0.21 4.37 -2.07
O 4.673384 -1.326600 3.059231 -2.83 0.27 -3.31
O 2.974584 0.226578 -0.173327 -1.61 0.39 2.17
C 3.694513 1.293238 0.518960 1.44 1.87 0.02
C 5.311055 1.029503 0.621703 0.12 1.09 -1.67
C 5.884159 1.417840 -0.872748 -1.22 0.27 0.11
C 6.052667 2.012108 1.668916 0.86 -0.86 0.57
C 7.609740 1.489986 1.790811 -0.58 -0.14 0.97
C 5.456696 1.979448 3.171551 0.86 0.65 0.42
H -2.241838 -4.104547 1.781881 2.60 1.14 -0.30
H 2.032099 -3.142452 0.150263 -1.62 0.51 -0.35
H 0.805753 -3.380839 -1.211770 0.32 1.31 1.77
H 2.481775 -1.501979 -2.175598 -1.88 1.02 0.17
H 0.755196 -1.843326 -2.730177 0.86 1.37 1.60
H 0.333619 0.879600 -2.246626 1.68 -0.17 -0.56
H 1.213740 0.906664 -4.985271 -0.99 -1.54 1.08
H 0.907933 -0.942432 -4.725183 -0.52 1.70 0.63
H -0.449398 0.384675 -4.351196 1.63 -0.83 -0.18
H -0.463432 -0.345987 2.881295 -0.50 -0.43 -0.64
H -2.031347 -0.007598 2.513371 0.76 -0.34 -0.51
H -2.324599 1.836025 0.698924 0.34 -1.78 -0.32
H -1.809123 1.063554 -0.900159 -0.42 -0.32 1.98
H -3.353428 -1.044833 0.850778 0.19 1.43 -1.12
H -3.485757 -0.588197 -0.938047 0.16 0.80 1.64
H -4.540379 0.922315 1.726370 -0.77 -0.32 -2.00
H -4.624216 1.823671 0.097419 -0.31 -1.70 0.57
H -5.036251 0.359068 -2.160051 -1.80 0.51 0.51
H -6.105700 1.931323 -2.067894 0.10 -1.94 -0.23
H -7.422738 1.111798 -4.123162 1.13 -1.36 0.70
H -5.704567 0.323172 -4.373544 -1.93 0.24 0.98
H -7.036358 -0.723462 -3.635448 0.33 1.75 -0.20
H -6.827549 -3.144158 -0.660614 1.56 1.03 0.33
H -5.552118 -1.898847 -1.330550 -0.82 -0.87 1.55
H -4.729998 -4.516408 -0.418570 0.25 1.67 0.85
H -4.455279 -3.453673 1.173592 -0.66 -0.21 -2.03
H -3.682295 -2.930895 -0.432504 -1.52 -1.33 0.82
H 0.668025 1.272249 2.019943 0.29 -0.71 -1.89
H 0.982395 2.462851 -0.956904 -1.16 -0.85 1.56
H 0.381000 4.095087 1.563765 -0.92 -1.47 -0.97
H -1.102843 3.841995 0.294938 1.99 -0.19 0.18
H 2.223808 -0.025460 2.772670 0.23 -1.59 -1.42
H 1.257466 -1.549721 2.366742 1.48 0.55 -0.87
H 4.367802 -1.868383 0.779188 -1.08 0.65 0.61
H 3.236980 1.603369 1.535817 0.65 -0.99 -1.46
H 3.600635 2.241337 -0.162800 0.07 -1.55 1.11
H 5.580144 -0.077594 0.772161 -0.59 1.72 0.28
H 7.021514 1.285812 -0.959818 -1.92 0.16 0.05
H 5.583802 2.531304 -1.053860 0.83 -1.86 0.29
H 5.297603 0.820405 -1.688003 1.32 0.86 1.42
H 6.130967 3.109840 1.286648 -0.65 -1.98 0.45
H 8.323665 2.402342 1.916142 -1.19 -1.86 -0.35
H 7.635111 0.841227 2.761692 0.25 1.21 -1.75
H 7.916741 0.785190 0.936153 -0.35 1.39 1.20
H 4.342961 2.257683 3.258488 1.58 -0.47 -0.17
H 6.045426 2.791223 3.771674 -1.14 -1.39 -1.03
H 5.678856 0.979401 3.723010 -0.64 1.65 -1.26
Er -9.039962 -0.501676 0.342711 -0.83 0.22 0.28
```
Forces are in eV/Å.

## Properties
- HOMO level (spin up / spin down): -0.571 / -0.571 hartree
- Largest force on an atom: 0.151 Eh/bohr
- Spin multiplicity: 4
- Charge: +3
- Expectation value of S²: 3.77
- Lowest unoccupied orbital energy (spin up / spin down): -10.304 / -10.538 eV

Mulliken atomic charge list, values in e, 6 entries: -0.603, -0.146, -0.319, -0.476, -1.216, 1.086



[2]
The following is a quantum chemistry calculation of C6H9N6 as an isolated structure in a non-equilibrium geometry, from the OMol25 dataset.

The geometry in XYZ format:
```
21
Properties=species:S:1:pos:R:3:forces:R:3
C -0.300103 0.150259 0.115963 -1.16 -1.96 0.40
C -0.262171 1.466038 -1.524686 0.48 -0.44 1.61
C 0.161123 -1.997502 1.294538 0.81 2.76 1.89
C 0.767940 -0.056589 2.469324 -2.38 3.18 -2.05
C -0.267910 -0.512475 1.473109 -2.06 -1.41 -1.28
C -0.069851 2.625335 -2.374019 -0.28 -2.13 -3.54
N -0.014293 1.376026 -0.183507 -0.02 1.94 -1.40
N -0.727803 -0.570980 -0.934513 1.06 -0.74 2.71
N 1.129652 -2.243419 2.349891 -0.57 -1.28 -0.72
N 1.396009 -1.176752 2.887791 2.85 -2.12 2.36
N -0.540798 0.247037 -1.965913 -1.35 -0.96 0.23
N -0.156069 -2.686849 0.319740 -1.34 -0.40 -2.00
H 1.435669 0.681519 2.002045 0.32 -0.40 0.14
H 0.322388 0.508909 3.261189 -0.07 0.08 0.92
H -1.375165 -0.601262 1.827590 1.89 0.48 -0.17
H -0.602090 2.386322 -3.428504 1.43 0.78 2.34
H -0.444136 3.520798 -1.992701 -0.41 1.34 0.76
H 1.016634 2.603923 -2.485626 -0.01 0.81 -0.48
H -0.910136 -0.229133 -2.753859 -0.08 0.95 -1.74
H -0.691853 -1.840843 -0.534317 0.72 -0.58 -0.21
H 0.132964 -3.650361 0.176466 0.19 0.09 0.23
```
Forces are in eV/Å.

## Properties
- HOMO level: -0.504 hartree
- Largest force on an atom: 0.087 Eh/bohr
- Energy above the lowest of the compared OMol25 structures with the same formula, charge and spin: 171.8 kJ/mol
- Spin multiplicity: 1
- Charge: +1
- Lowest unoccupied orbital energy: -4.481 eV

Mulliken atomic charge list, values in e, 6 entries: 0.005, 0.511, 0.196, -0.697, 0.552, -0.945



[3]
The following is a quantum chemistry calculation of a 2-piece molecular cluster, C3H7N2 overall in a non-equilibrium geometry, from the OMol25 dataset.

The geometry in XYZ format:
```
12
Properties=species:S:1:pos:R:3:forces:R:3
C -1.665785 0.630223 0.069136 0.30 0.52 0.79
C 1.228549 -1.513771 -0.265151 2.19 -2.56 -0.90
C 1.809077 -0.233272 -0.672291 -0.01 1.80 -2.21
N 1.112753 -0.428736 0.544389 -1.93 2.44 2.11
N -2.098300 1.504764 0.858644 -2.73 0.59 0.89
H -2.318194 -0.040477 -0.447598 -0.17 -0.67 -0.46
H 0.421487 -2.046366 -0.722157 -0.58 -0.09 -0.06
H 2.033454 -2.175869 0.143416 -0.78 0.01 -0.37
H 2.891579 -0.076530 -0.635655 -0.34 -0.12 0.09
H 1.288530 0.482465 -1.405147 0.82 -1.21 1.13
H -3.125183 1.706802 1.176673 1.63 -1.13 -1.27
H -1.577969 2.190767 1.355741 1.61 0.42 0.27
```
Forces are in eV/Å.

## Properties
- HOMO level (spin up / spin down): -0.498 / -0.521 hartree
- Largest force on an atom: 0.073 Eh/bohr
- Energy above the lowest of the compared OMol25 structures with the same formula, charge and spin: 617.4 kJ/mol
- Spin multiplicity: 1
- Charge: +1
- Lowest unoccupied orbital energy (spin up / spin down): -7.480 / -5.372 eV

Mulliken atomic charge list, values in e, 6 entries: 0.093, -0.138, -0.262, -0.273, -0.217, 0.304



[4]
The following is a quantum chemistry calculation of a 2-piece molecular cluster, C13H27O5 overall in a non-equilibrium geometry, from the OMol25 dataset.

The geometry in XYZ format:
```
45
Properties=species:S:1:pos:R:3:forces:R:3
C -0.401971 2.117376 1.773415 0.38 -0.60 -0.17
C -0.510702 3.382811 0.711976 -0.80 0.38 1.91
O 0.765102 3.747524 0.075878 -2.58 -1.14 -1.70
C 0.861420 3.166147 -1.300931 1.34 -1.71 0.79
C 2.258763 2.247304 -1.268749 -1.14 0.71 -0.16
O 2.224790 1.522226 0.010388 0.97 0.98 -1.83
C 3.428731 0.708147 0.229987 1.52 -1.25 -0.33
C 3.314846 -0.855486 -0.247066 -0.47 1.46 -1.68
C 4.100569 -0.879935 -1.723828 0.60 0.02 1.64
C 1.755848 -1.343426 -0.459153 0.67 -1.26 0.17
C 1.324037 -1.467624 -2.070339 -1.89 0.07 -0.35
C -0.288453 -1.863472 -2.250942 0.07 -6.23 -1.03
O -0.569641 -3.177524 -2.454596 1.03 8.14 1.34
O -1.386209 -0.879469 -2.248546 1.96 -1.77 1.60
H 0.582276 2.163836 2.446596 -2.04 0.02 -1.82
H -0.413740 1.089437 1.171214 0.19 2.25 1.42
H -1.299881 2.090096 2.534797 1.51 0.25 -1.72
H -1.395492 3.183512 -0.038476 1.93 0.32 1.19
H -0.861861 4.313671 1.371323 0.90 -1.77 -1.49
H -0.004897 2.372875 -1.509276 1.65 2.01 0.46
H 0.931684 3.995906 -2.122662 -0.27 -1.47 1.59
H 2.183376 1.554659 -2.223458 0.42 1.15 1.94
H 3.199794 2.961754 -1.367702 -1.74 -1.54 0.35
H 3.778718 0.742757 1.369906 -1.36 0.30 -2.20
H 4.322405 1.223673 -0.369845 -1.59 -1.00 1.17
H 4.068304 -1.940393 -2.218498 -0.01 2.09 0.65
H 3.703422 -0.008139 -2.396333 0.85 -1.65 0.52
H 5.243491 -0.665049 -1.457812 -2.38 -0.39 -0.80
H 1.716481 -2.468443 -0.060965 -0.19 2.28 -0.95
H 0.967649 -0.756435 0.176738 1.40 -0.77 -1.32
H 1.907869 -2.375871 -2.579621 -1.46 2.28 1.15
H 1.462501 -0.456554 -2.653388 -0.09 -2.01 1.19
H -1.699600 -0.822773 -1.297844 0.59 -0.09 -1.43
C -4.394412 -1.820918 3.022631 -0.25 0.18 0.23
C -3.824418 -1.351426 1.693625 0.34 -0.60 0.24
C -3.649597 -2.510392 0.725177 -0.04 0.04 -0.30
O -2.562730 -0.726707 1.915186 0.06 0.14 -0.02
H -3.722972 -2.540201 3.504844 -0.05 -0.03 -0.16
H -4.503169 -0.978304 3.713793 -0.03 -0.08 -0.14
H -5.372832 -2.292323 2.888053 0.09 0.01 0.05
H -4.488938 -0.600500 1.252826 0.24 0.06 0.07
H -2.951747 -3.254129 1.125939 -0.12 0.06 0.05
H -3.227100 -2.159526 -0.222461 -0.14 -0.09 0.10
H -4.605677 -3.002483 0.521705 0.11 0.01 -0.02
H -1.966038 -1.386207 2.306493 -0.20 0.27 -0.21
```
Forces are in eV/Å.

## Properties
- HOMO level: -0.064 hartree
- Largest force on an atom: 0.162 Eh/bohr
- Energy above the lowest of the compared OMol25 structures with the same formula, charge and spin: 540.3 kJ/mol
- Spin multiplicity: 1
- Charge: -1
- Lowest unoccupied orbital energy: 2.736 eV

Mulliken atomic charge list, values in e, 6 entries: -0.351, -0.373, -0.352, -0.339, -0.247, -0.016



Looking at electronic energy for the records above, in order, we have -93966.1514 -15299.2845 -6191.1125 -24148.5574 eV.